1.
This record from OMol25 describes a cluster of 2 separate species, CH6NOS in total at a distorted geometry. The level of theory is the ωB97M-V functional and the def2-TZVPD basis.

Each line ends with the natural charge from an NBO analysis.
Atoms and positions in Å:
S  1.7584  0.1564  -0.6402  -1.024
H  1.7499  -0.5152  0.5426  0.087
N  -0.8834  0.7664  1.3337  -0.871
C  -1.3429  -0.4983  0.6754  0.076
O  -1.3437  -0.4939  -0.8075  -0.799
H  -1.4011  1.4671  0.9505  0.333
H  0.0267  0.9045  0.9231  0.394
H  -2.3985  -0.6940  1.0409  0.141
H  -0.6876  -1.3739  0.9463  0.159
H  -0.4325  -0.7151  -1.0880  0.504

For the electronic energy, the calculation gives -15508.0555 eV. As for the net charge: -1.

***

2.
This record from OMol25 describes a cluster of 2 separate species, CH6NOSi in total at a distorted geometry. The level of theory is the ωB97M-V functional and the def2-TZVPD basis.

Each line ends with the natural charge from an NBO analysis.
Atoms and positions in Å:
C  -0.1457  -0.2233  0.9024  -1.066
N  1.3882  0.6789  -1.6424  -0.670
O  0.3998  1.7187  -1.4268  -0.805
Si  -0.3669  0.3352  -1.0738  1.401
H  -0.7002  0.3727  1.6530  0.202
H  -0.3078  -1.2996  1.1458  0.194
H  0.9195  -0.1856  1.0182  0.213
H  2.4794  0.9203  -0.6875  0.132
H  -0.5766  -0.4756  -2.2930  -0.257
H  -1.8306  0.7960  -0.8163  -0.344

For the electronic energy, the calculation gives -12546.5356 eV. As for the net charge: -1.

***

3.
This record from OMol25 describes an isolated molecule of CH6NP at a distorted geometry. The level of theory is the ωB97M-V functional and the def2-TZVPD basis.

Each line ends with the natural charge from an NBO analysis.
Atoms and positions in Å:
C  0.6080  0.2430  0.9319  -0.974
P  0.5236  -0.7542  -0.5972  0.741
N  -1.0655  -0.4213  -1.0849  -1.139
H  -0.1839  0.0036  1.6217  0.234
H  0.6450  1.2774  0.6917  0.221
H  1.4598  0.1182  1.5625  0.237
H  1.0887  0.1660  -1.5684  -0.070
H  -1.7862  -1.1256  -0.7693  0.386
H  -1.2895  0.4929  -0.7880  0.364

For the electronic energy, the calculation gives -11912.7874 eV.

***

4.
This record from OMol25 describes an isolated molecule of CH6NP at a distorted geometry. The level of theory is the ωB97M-V functional and the def2-TZVPD basis.

Each line ends with the natural charge from an NBO analysis.
Atoms and positions in Å:
C  -1.1479  -0.2058  -0.4605  -0.934
P  0.6649  -0.7763  -0.3356  0.778
N  1.3352  0.7146  -0.0101  -1.173
H  -1.7243  -0.9208  -1.2300  0.227
H  -1.3073  0.8193  -0.6051  0.229
H  -1.5706  -0.3414  0.5224  0.222
H  0.3335  -1.1591  1.2087  -0.121
H  1.0122  1.0849  0.8847  0.378
H  2.4043  0.7846  0.0255  0.394

For the electronic energy, the calculation gives -11912.1589 eV.

***

5.
This record from OMol25 describes a cluster of 2 separate species, CH6NP in total at a distorted geometry. The level of theory is the ωB97M-V functional and the def2-TZVPD basis.

Each line ends with the natural charge from an NBO analysis.
Atoms and positions in Å:
C  -1.1051  -0.3506  -0.2003  -0.980
N  1.1966  0.7029  0.0509  -1.152
P  0.5522  -0.8882  0.1998  0.809
H  -1.3488  0.5664  0.2520  0.234
H  -1.9133  -1.0362  -0.1113  0.247
H  -0.9518  -0.0515  -1.3223  0.217
H  2.2176  0.7117  -0.1587  0.384
H  0.7081  1.0801  -0.7918  0.364
H  0.6444  -0.7346  2.0817  -0.123

For the electronic energy, the calculation gives -11911.4578 eV.

***

6.
This record from OMol25 describes a cluster of 2 separate species, CH6NPS in total at a distorted geometry. The level of theory is the ωB97M-V functional and the def2-TZVPD basis.

Each line ends with the natural charge from an NBO analysis.
Atoms and positions in Å:
C  -0.3678  1.2583  0.3899  -0.984
N  -1.3128  -1.1461  0.0832  -1.065
P  -0.5762  0.0377  -0.9057  0.737
S  -3.9645  -0.0363  0.3675  -0.066
H  -0.3047  0.6268  1.3418  0.242
H  0.4571  1.9707  0.1160  0.253
H  -1.3801  1.7233  0.4677  0.242
H  -1.6989  -1.8676  -0.5467  0.384
H  -2.1250  -0.6493  0.4875  0.321
H  0.6174  -0.7359  -0.7437  -0.064

For the electronic energy, the calculation gives -22744.5427 eV.

***

7.
This record from OMol25 describes a cluster of 2 separate species, CH6NS in total at a distorted geometry. The level of theory is the ωB97M-V functional and the def2-TZVPD basis.

Each line ends with the natural charge from an NBO analysis.
Atoms and positions in Å:
S  -1.3696  2.5598  0.3433  -1.066
H  -2.1189  2.3579  -0.7594  0.086
C  0.2647  -1.1989  -0.2375  -0.419
N  0.9278  -0.2163  0.6555  -0.882
H  0.0571  -0.8100  -1.2420  0.169
H  0.8106  -2.1406  -0.2110  0.165
H  -0.6772  -1.2723  0.2993  0.203
H  0.2819  0.5629  0.7792  0.408
H  1.8235  0.1575  0.3726  0.336

For the electronic energy, the calculation gives -13460.3374 eV. As for the net charge: -1.

***

8.
This record from OMol25 describes a structure of composition CH6NS at a distorted geometry. The level of theory is the ωB97M-V functional and the def2-TZVPD basis.

Each line ends with the natural charge from an NBO analysis.
Atoms and positions in Å:
C  0.4523  -0.5311  0.1617  -0.401
N  -1.0643  0.6133  0.1344  -0.769
S  1.8371  0.3343  -0.0782  0.262
H  0.3373  -0.8056  1.1753  0.231
H  0.2263  -1.4203  -0.5750  0.281
H  -1.1616  0.9960  0.9996  0.414
H  -1.6148  -0.2169  0.0594  0.422
H  -1.0090  1.2003  -0.6497  0.428
H  1.9965  -0.1700  -1.2275  0.132

For the electronic energy, the calculation gives -13451.1107 eV. As for the net charge: +1.

***

9.
This record from OMol25 describes a cluster of 2 separate species, CH6O in total. The level of theory is the ωB97M-V functional and the def2-TZVPD basis.

Each line ends with the natural charge from an NBO analysis.
Atoms and positions in Å:
C  -1.0241  -1.1783  2.8916  -0.849
H  -1.5335  -0.7159  3.7294  0.213
H  -0.3615  -1.9878  3.1803  0.214
H  -0.4722  -0.3740  2.3950  0.211
H  -1.7511  -1.6088  2.1973  0.211
O  1.9567  1.9837  -5.1283  -0.930
H  1.8696  2.5819  -4.3639  0.465
H  1.3161  1.2992  -4.9014  0.465

For the electronic energy, the calculation gives -3181.6472 eV.

***

10.
This record from OMol25 describes a cluster of 2 separate species, CH6O in total. The level of theory is the ωB97M-V functional and the def2-TZVPD basis.

Each line ends with the natural charge from an NBO analysis.
Atoms and positions in Å:
C  -1.8556  0.7216  -0.4800  -0.845
H  -2.1576  1.1239  -1.4521  0.214
H  -2.4658  -0.1597  -0.2408  0.214
H  -2.0153  1.4913  0.2799  0.217
H  -0.7867  0.4585  -0.5156  0.199
O  1.9397  -0.6620  0.5303  -0.936
H  1.6352  -1.5255  0.8066  0.469
H  1.4058  -0.4225  -0.2403  0.468

For the electronic energy, the calculation gives -3181.6747 eV.

***

11.
This record from OMol25 describes a cluster of 2 separate species, CH6O2 in total at a distorted geometry. The level of theory is the ωB97M-V functional and the def2-TZVPD basis.

Each line ends with the natural charge from an NBO analysis.
Atoms and positions in Å:
O  -1.6500  0.1452  -1.2310  -0.988
H  0.4510  -0.9952  -0.5928  0.559
H  -1.8704  0.9359  -1.7637  0.498
H  -2.5487  -0.1481  -0.9763  0.496
C  1.1360  0.1200  0.9302  -0.303
O  0.8287  -1.2485  0.3764  -0.085
H  1.9145  0.0332  1.7148  0.270
H  1.5211  0.6733  0.1495  0.240
H  0.2179  0.4842  1.3929  0.312

For the electronic energy, the calculation gives -5218.0592 eV. As for the spin multiplicity: 2. As for the net charge: +1.

***

12.
This record from OMol25 describes a cluster of 2 separate species, CH6O2Si2 in total at a distorted geometry. The level of theory is the ωB97M-V functional and the def2-TZVPD basis.

Each line ends with the natural charge from an NBO analysis.
Atoms and positions in Å:
C  -0.3566  -1.3037  0.3896  0.755
O  -0.8225  -2.4049  0.1631  -0.565
O  -0.9360  -0.1730  0.3920  -0.835
Si  2.9037  0.1046  -0.0832  0.552
Si  -2.4443  0.4992  -0.0796  1.165
H  3.0917  -0.6637  1.0440  -0.173
H  3.7996  0.0366  -1.1608  -0.185
H  2.7303  1.5317  -0.0065  -0.180
H  -3.6457  -0.1761  0.0316  -0.185
H  -2.0158  0.8304  -1.4676  -0.177
H  -2.3045  1.7188  0.7773  -0.172

For the electronic energy, the calculation gives -20980.1817 eV.

***

> What is the electronic energy in the twelfth record?

-20980.1817 eV

***

> Which formula does entry 7 have?

CH6NS

***

Repeat the eighth record exactly.
This record from OMol25 describes a structure of composition CH6NS at a distorted geometry. The level of theory is the ωB97M-V functional and the def2-TZVPD basis.

Each line ends with the natural charge from an NBO analysis.
Atoms and positions in Å:
C  0.4523  -0.5311  0.1617  -0.401
N  -1.0643  0.6133  0.1344  -0.769
S  1.8371  0.3343  -0.0782  0.262
H  0.3373  -0.8056  1.1753  0.231
H  0.2263  -1.4203  -0.5750  0.281
H  -1.1616  0.9960  0.9996  0.414
H  -1.6148  -0.2169  0.0594  0.422
H  -1.0090  1.2003  -0.6497  0.428
H  1.9965  -0.1700  -1.2275  0.132

For the electronic energy, the calculation gives -13451.1107 eV. As for the net charge: +1.